ORCA calculation (wB97M-V/def2-TZVPD) on a structure of composition C43H53BN4O5P2STi.

Structure (XYZ):
```
110
Properties=species:S:1:pos:R:3:forces:R:3:lowdin_charge:R:1
Ti -0.804 0.388 -0.482 0.403 2.186 1.653 0.90
C -1.918 3.444 2.333 0.077 0.011 0.048 -0.11
C -0.469 3.794 2.002 -0.244 -0.217 -0.231 -0.49
C -0.395 5.143 1.295 0.137 -0.119 -0.043 -0.11
P 0.238 2.381 0.966 1.404 0.912 0.913 1.15
C 1.758 3.168 0.176 -0.276 -0.202 0.021 -0.52
C 2.871 3.589 1.128 -0.260 0.049 -0.139 -0.12
C 2.286 2.168 -0.847 -0.229 0.105 0.059 -0.14
C 0.962 1.321 2.272 -0.317 -0.354 -0.254 -0.27
C 1.607 1.774 3.418 0.020 -0.256 0.177 -0.07
C 2.135 0.910 4.367 0.086 0.130 0.100 -0.30
C 2.855 1.420 5.583 -0.095 -0.064 -0.010 -0.07
C 1.977 -0.460 4.167 -0.017 0.228 -0.060 -0.05
C 1.343 -0.943 3.052 -0.113 -0.088 -0.130 -0.03
C 0.841 -0.077 2.050 0.537 0.372 0.798 -0.32
N 0.353 -0.547 0.880 0.045 -0.043 0.343 -0.10
C 0.218 -1.935 0.736 0.495 -1.102 -0.085 -0.34
C -0.678 -2.694 1.489 0.076 0.143 -0.089 -0.02
C -0.839 -4.044 1.244 0.061 0.094 -0.023 -0.03
C -0.121 -4.669 0.231 0.090 -0.066 -0.038 -0.28
C -0.341 -6.120 -0.094 -0.063 0.121 -0.006 -0.06
C 0.802 -3.922 -0.489 -0.093 0.015 0.080 -0.05
C 1.019 -2.576 -0.224 -0.181 0.570 0.135 -0.28
P 2.248 -1.445 -0.999 1.320 -1.211 0.441 1.15
C 2.868 -2.570 -2.397 -0.022 0.279 0.167 -0.53
C 3.862 -3.685 -2.078 -0.271 0.030 -0.031 -0.12
C 3.435 -1.675 -3.497 -0.198 -0.071 0.017 -0.14
C 3.573 -1.519 0.387 -0.259 0.035 -0.336 -0.51
C 3.894 -2.828 1.104 -0.152 0.194 -0.041 -0.11
C 4.845 -0.834 -0.107 -0.194 0.041 0.081 -0.13
H -2.374 4.229 2.938 -0.011 0.112 0.060 0.08
H -1.961 2.513 2.889 -0.127 -0.111 0.041 0.06
H -2.494 3.322 1.416 -0.067 -0.011 0.078 0.07
H 0.096 3.855 2.938 0.021 -0.106 -0.171 0.09
H -0.803 5.060 0.291 -0.032 0.124 -0.084 0.06
H 0.629 5.510 1.240 0.062 0.050 -0.081 0.06
H -0.980 5.883 1.843 -0.063 0.006 0.048 0.08
H 1.380 4.044 -0.364 -0.028 -0.057 0.085 0.10
H 3.280 2.721 1.640 0.077 -0.051 0.041 0.07
H 2.520 4.295 1.877 -0.005 0.113 0.165 0.06
H 3.673 4.066 0.566 0.126 0.060 -0.063 0.07
H 2.615 1.258 -0.344 0.039 -0.065 -0.042 0.03
H 3.132 2.592 -1.390 0.104 -0.021 -0.092 0.08
H 1.503 1.888 -1.557 0.216 -0.003 -0.041 0.05
H 1.726 2.836 3.588 -0.017 0.084 -0.023 0.09
H 3.043 2.488 5.499 0.042 0.102 0.060 0.07
H 3.811 0.910 5.707 0.063 0.029 0.056 0.07
H 2.266 1.244 6.485 0.040 0.055 0.102 0.07
H 2.378 -1.159 4.892 0.021 -0.036 0.077 0.11
H 1.246 -2.010 2.912 0.081 0.002 0.026 0.11
H -1.255 -2.212 2.266 0.001 -0.055 -0.016 0.09
H -1.540 -4.611 1.843 -0.079 -0.066 0.018 0.11
H -0.523 -6.702 0.808 -0.026 -0.076 0.031 0.07
H 0.523 -6.536 -0.609 0.014 -0.070 -0.039 0.07
H -1.210 -6.223 -0.746 -0.047 -0.141 -0.052 0.08
H 1.350 -4.423 -1.273 0.144 -0.050 -0.087 0.09
H 1.941 -3.012 -2.788 0.068 0.036 0.041 0.09
H 4.836 -3.265 -1.837 0.108 -0.001 0.074 0.06
H 3.991 -4.328 -2.952 0.031 -0.045 -0.053 0.07
H 3.537 -4.301 -1.246 0.029 -0.091 0.070 0.05
H 4.352 -1.186 -3.175 0.146 0.074 0.060 0.06
H 2.713 -0.903 -3.752 -0.022 0.128 -0.115 0.05
H 3.658 -2.263 -4.389 0.044 -0.010 -0.119 0.07
H 3.099 -0.849 1.120 0.086 -0.108 -0.128 0.08
H 4.626 -3.416 0.556 0.033 -0.086 -0.064 0.06
H 2.995 -3.424 1.242 -0.038 -0.138 0.089 0.06
H 4.315 -2.611 2.088 0.041 -0.018 0.104 0.07
H 5.435 -1.506 -0.728 0.068 -0.022 -0.090 0.06
H 5.466 -0.527 0.736 0.102 0.040 0.044 0.07
H 4.595 0.049 -0.693 0.113 0.134 -0.055 0.05
O -2.089 0.771 0.976 -0.895 0.320 0.546 -0.30
N -2.872 -0.151 1.518 -0.486 -0.740 0.147 -0.17
C -2.717 -0.432 2.819 0.082 -0.104 0.674 -0.07
C -3.436 -1.419 3.444 0.142 0.240 -0.079 -0.09
C -4.347 -2.163 2.676 0.032 0.112 -0.107 -0.09
C -4.546 -1.829 1.369 0.071 -0.318 0.443 -0.11
C -3.843 -0.769 0.746 -0.169 0.481 -0.469 -0.71
S -4.167 -0.231 -0.792 -0.545 0.136 -0.140 0.74
H -1.957 0.154 3.321 -0.009 -0.026 -0.087 0.13
H -3.278 -1.623 4.491 0.086 0.039 0.054 0.10
H -4.883 -2.987 3.125 -0.112 -0.042 0.014 0.10
H -5.256 -2.352 0.749 -0.032 -0.023 -0.042 0.09
O -1.482 1.778 -1.519 0.108 0.445 -0.973 -0.03
N 0.270 -0.160 -1.953 0.744 0.571 -1.322 -0.07
N -0.628 -1.035 -2.121 0.454 -0.416 -0.231 -0.32
O -1.495 -1.180 -1.082 -1.328 -2.079 -0.423 -0.24
C -0.850 -1.763 -3.251 -0.522 -1.101 -1.702 -0.19
C -0.264 -1.342 -4.456 -0.125 0.183 0.719 -0.02
C -0.514 -2.044 -5.610 -0.126 -0.356 -0.286 -0.10
C -1.319 -3.179 -5.591 0.043 0.014 0.043 -0.11
C -1.866 -3.614 -4.388 0.065 -0.053 -0.390 -0.09
C -1.648 -2.918 -3.223 0.261 0.534 0.405 0.00
H 0.326 -0.437 -4.433 0.048 0.001 -0.082 0.10
H -0.097 -1.705 -6.548 0.061 0.055 -0.045 0.10
H -1.528 -3.714 -6.507 0.028 -0.035 -0.035 0.09
H -2.472 -4.508 -4.375 -0.107 -0.077 0.048 0.10
H -2.072 -3.227 -2.280 -0.089 -0.009 0.060 0.12
O -2.386 3.971 -1.034 0.330 -0.508 -0.038 0.15
B -2.420 2.650 -1.625 -1.027 1.077 -0.048 -0.83
O -3.631 2.547 -2.372 0.411 -0.331 -0.060 0.17
C -4.292 3.703 -2.202 -0.078 0.820 0.285 -0.21
C -5.520 4.091 -2.700 0.223 -0.290 0.045 0.00
C -5.971 5.367 -2.378 -0.158 0.217 -0.037 -0.12
C -5.220 6.227 -1.595 -0.094 0.157 -0.029 -0.12
C -3.983 5.842 -1.088 0.262 -0.288 0.061 -0.01
C -3.537 4.574 -1.395 -0.658 0.002 -0.398 -0.21
H -6.114 3.427 -3.307 -0.008 -0.121 -0.071 0.11
H -6.928 5.699 -2.756 -0.047 -0.005 -0.016 0.09
H -5.589 7.220 -1.378 -0.063 0.012 0.016 0.09
H -3.394 6.505 -0.475 0.101 0.071 0.083 0.11
```
Positions in Å, forces in eV/Å.

Output
⟨S²⟩: 0.762
Kohn-Sham gap (spin up / spin down), eV: 5.9 / 6.9
Multiplicity: 2
Total charge: -1
Energy, eV: -114858.567
Lowest unoccupied orbital energy (spin up / spin down), eV: 2.5 / 2.5

ORCA calculation (wB97M-V/def2-TZVPD) on a cluster of 8 separate species, C43H53FN7O4P in total.

Structure (XYZ):
```
109
Properties=species:S:1:pos:R:3:forces:R:3:lowdin_charge:R:1
C 1.889 -1.955 0.454 -0.009 0.932 0.616 -0.12
C 1.469 -0.753 -0.490 0.524 -1.661 0.138 -0.25
C 0.668 -1.374 -1.687 -0.375 0.821 0.317 -0.22
C 0.324 -0.367 -2.838 -0.743 0.372 -0.390 -0.20
C -0.904 0.578 -2.464 0.920 -0.904 0.809 -0.19
C -0.314 1.887 -1.840 -0.904 0.342 -0.855 -0.21
C -1.375 2.956 -1.404 0.491 -0.566 0.584 -0.16
C -2.404 2.456 -0.336 0.492 2.496 0.268 -0.23
O -3.337 1.473 -0.849 -0.921 -2.510 1.898 -0.20
P -3.458 0.190 0.190 3.118 -1.528 -0.266 0.61
O -2.127 -0.362 0.647 -2.533 1.376 -0.745 -0.27
O -4.268 -1.087 -0.535 0.442 3.023 0.904 -0.14
O -4.373 0.788 1.522 0.859 -0.702 -1.464 -0.14
F -3.639 0.349 2.657 -0.461 0.095 -0.161 -0.06
H 2.508 -1.585 1.326 -0.555 -0.367 -1.051 0.05
H 2.463 -2.739 -0.089 -0.467 0.512 0.323 0.07
H 0.961 -2.384 0.901 0.641 0.041 -0.437 0.07
H 2.395 -0.278 -0.887 -0.632 -0.024 0.340 0.11
H 0.886 -0.052 0.142 0.281 -0.278 -0.692 0.09
H 1.233 -2.270 -2.045 -0.457 0.771 0.104 0.11
H -0.315 -1.715 -1.263 0.826 -0.048 -0.407 0.10
H 0.064 -0.905 -3.782 0.276 0.176 0.743 0.10
H 1.162 0.328 -3.096 -0.285 -0.785 0.251 0.10
H -1.497 -0.011 -1.717 0.441 0.704 -0.559 0.06
H -1.585 0.754 -3.326 0.632 0.191 0.444 0.11
H 0.372 1.663 -0.995 -0.564 -0.003 -0.481 0.10
H 0.311 2.360 -2.635 -0.426 -0.299 0.716 0.08
H -0.802 3.777 -0.895 -0.598 -0.526 -0.357 0.11
H -1.883 3.436 -2.274 0.204 -0.581 0.584 0.12
H -3.017 3.353 -0.053 0.322 -0.829 -0.220 0.13
H -1.895 2.146 0.611 -0.292 -0.225 -0.972 0.12
H -3.529 -1.566 -0.950 -0.115 -0.122 0.105 0.08
C 6.668 0.241 4.027 0.083 0.049 0.071 -0.08
C 6.474 -1.020 3.490 0.056 -0.021 -0.003 -0.07
C 5.353 -1.232 2.704 -0.363 0.186 -0.171 -0.15
N 4.443 -0.289 2.434 0.411 0.131 0.301 0.05
C 4.652 0.921 2.965 -0.195 -0.274 -0.213 -0.15
C 5.741 1.237 3.761 0.027 -0.065 -0.002 -0.08
H 7.533 0.447 4.645 -0.018 -0.003 -0.021 0.09
H 7.178 -1.821 3.678 -0.024 0.009 0.024 0.09
H 5.159 -2.202 2.259 0.045 -0.024 0.029 0.10
H 3.898 1.665 2.731 0.030 0.044 0.035 0.10
H 5.861 2.235 4.163 -0.031 -0.012 -0.020 0.10
C -7.378 1.843 1.125 0.097 0.006 0.063 -0.08
C -7.850 1.089 0.063 0.030 0.064 0.076 -0.07
C -9.112 1.373 -0.434 -0.328 0.209 0.008 -0.15
N -9.905 2.333 0.054 0.409 -0.084 0.169 0.05
C -9.429 3.047 1.081 -0.259 -0.096 -0.256 -0.16
C -8.181 2.845 1.648 0.011 -0.069 -0.070 -0.07
H -6.397 1.653 1.541 -0.140 0.040 -0.002 0.08
H -7.252 0.297 -0.371 -0.032 0.000 -0.020 0.09
H -9.523 0.812 -1.266 0.057 -0.040 0.000 0.10
H -10.094 3.816 1.457 0.048 0.017 0.041 0.10
H -7.846 3.455 2.476 -0.030 -0.003 -0.015 0.10
C -6.913 -4.872 0.385 -0.036 -0.015 0.091 -0.08
C -6.415 -3.656 -0.055 -0.035 -0.060 0.045 -0.07
C -5.886 -3.588 -1.333 0.071 -0.260 -0.386 -0.16
N -5.823 -4.630 -2.171 -0.164 -0.066 0.409 0.06
C -6.308 -5.793 -1.723 0.126 0.221 -0.271 -0.18
C -6.860 -5.966 -0.465 -0.005 0.070 0.042 -0.08
H -7.336 -4.966 1.378 0.012 0.004 -0.029 0.11
H -6.437 -2.779 0.580 0.034 0.003 -0.036 0.10
H -5.489 -2.659 -1.723 -0.104 0.013 0.036 0.08
H -6.241 -6.620 -2.422 -0.035 -0.039 0.042 0.10
H -7.239 -6.932 -0.157 0.014 0.008 -0.028 0.10
C 7.427 -3.090 8.525 -0.042 -0.021 0.098 -0.08
C 7.901 -1.878 8.049 -0.007 -0.025 -0.003 -0.07
C 8.399 -1.829 6.757 0.059 -0.299 -0.347 -0.16
N 8.455 -2.888 5.938 -0.198 0.070 0.473 0.05
C 7.993 -4.047 6.423 0.174 0.213 -0.317 -0.15
C 7.472 -4.200 7.697 0.004 0.072 0.061 -0.07
H 7.028 -3.169 9.529 0.010 0.005 -0.029 0.11
H 7.883 -0.990 8.667 0.008 -0.001 -0.035 0.10
H 8.777 -0.902 6.341 0.007 0.025 0.073 0.09
H 8.052 -4.888 5.741 -0.036 -0.036 0.048 0.10
H 7.111 -5.163 8.033 0.015 0.008 -0.037 0.10
C 4.520 4.816 -2.532 0.107 -0.023 0.003 -0.08
C 3.903 4.628 -3.758 0.067 -0.065 0.072 -0.08
C 2.549 4.337 -3.774 -0.305 -0.103 0.192 -0.16
N 1.798 4.224 -2.672 0.521 0.293 -0.023 0.06
C 2.416 4.408 -1.499 -0.311 -0.066 -0.217 -0.15
C 3.764 4.705 -1.375 0.038 0.010 -0.071 -0.07
H 5.577 5.046 -2.478 -0.032 0.001 -0.006 0.11
H 4.460 4.706 -4.682 -0.040 0.015 0.004 0.11
H 2.022 4.185 -4.710 0.066 0.011 -0.040 0.11
H 1.784 4.307 -0.623 0.059 0.007 0.047 0.10
H 4.210 4.845 -0.400 -0.034 -0.013 -0.008 0.10
C -3.378 -8.662 -0.718 -0.076 -0.018 -0.018 -0.08
C -3.183 -7.318 -0.444 -0.010 -0.063 -0.006 -0.07
C -1.916 -6.903 -0.066 0.381 -0.105 0.077 -0.15
N -0.868 -7.725 0.055 -0.402 -0.147 -0.123 0.05
C -1.081 -9.018 -0.213 0.209 0.304 0.104 -0.16
C -2.307 -9.534 -0.602 -0.072 0.049 -0.007 -0.08
H -4.353 -9.026 -1.018 0.023 0.010 0.005 0.10
H -3.995 -6.607 -0.522 0.047 0.017 0.006 0.08
H -1.713 -5.861 0.156 -0.067 0.015 -0.010 0.10
H -0.215 -9.661 -0.105 -0.040 -0.053 -0.025 0.10
H -2.420 -10.590 -0.807 0.032 0.016 0.011 0.10
C 1.382 8.416 -5.718 -0.073 -0.019 -0.033 -0.08
C 1.761 7.675 -4.610 -0.059 0.055 -0.080 -0.07
C 3.015 7.905 -4.065 0.325 0.255 0.007 -0.16
N 3.884 8.800 -4.548 -0.394 -0.073 -0.179 0.06
C 3.497 9.501 -5.619 0.241 -0.103 0.257 -0.16
C 2.266 9.350 -6.236 -0.044 -0.061 0.033 -0.08
H 0.410 8.267 -6.173 0.025 0.006 0.015 0.10
H 1.100 6.935 -4.178 0.041 0.006 0.027 0.10
H 3.355 7.353 -3.196 -0.088 -0.031 0.005 0.09
H 4.222 10.217 -5.990 -0.049 0.020 -0.047 0.10
H 2.005 9.948 -7.100 0.033 0.000 0.018 0.10
```
Positions in Å, forces in eV/Å.

Output
Kohn-Sham gap, eV: 9.2
Multiplicity: 1
Total charge: 0
Energy, eV: -76074.368
Lowest unoccupied orbital energy, eV: -0.4
SMILES: CCCCCCCCO[P@](=O)(O)OF.c1ccncc1.c1ccncc1.c1ccncc1.c1ccncc1.c1ccncc1.c1ccncc1.c1ccncc1